# 1
Here is a structure of composition Ag2I at a distorted geometry from OMol25. Energies are from ωB97M-V with the def2-TZVPD basis set.

As for the charge: +1. As for the LUMO energy: -6.101 eV. The HOMO-LUMO gap is 6.28 eV. As for the multiplicity: 1.

Each line ends with the natural charge from an NBO analysis.
Atoms and positions in Å:
Ag  -0.1645  3.1764  0.1723  0.91
Ag  -0.0189  -3.2334  -0.1677  0.93
I  0.1834  0.0569  -0.0046  -0.84



# 2
Here is a structure of composition AgCl4 from OMol25. Energies are from ωB97M-V with the def2-TZVPD basis set.

As for the charge: -3. As for the LUMO energy: 8.761 eV. The energy relative to the best compared isomer or geometry (same formula, charge and spin) comes out at 0.00 kJ/mol. The HOMO-LUMO gap is 7.20 eV. As for the multiplicity: 1.

Each line ends with the natural charge from an NBO analysis.
Atoms and positions in Å:
Ag  3.8066  0.9483  19.5198  0.87
Cl  3.2136  0.2604  22.2096  -0.97
Cl  1.8492  2.2872  17.9523  -0.97
Cl  6.0178  2.7327  19.7210  -0.97
Cl  4.1431  -1.6389  18.0253  -0.97



# 3
Here is a structure of composition AgF2H8O4 at a distorted geometry from OMol25. Energies are from ωB97M-V with the def2-TZVPD basis set.

As for the charge: 0. As for the LUMO energy (alpha / beta): 0.207 / -2.186 eV. The energy relative to the best compared isomer or geometry (same formula, charge and spin) comes out at 50.47 kJ/mol. The HOMO-LUMO gap (alpha / beta) is 10.35 / 7.42 eV. As for the multiplicity: 2.

Each line ends with the Mulliken spin population.
Atoms and positions in Å:
Ag  -20.7207  -4.1770  -11.9039  0.56
F  -19.6904  -2.8195  -13.3956  0.18
F  -21.5853  -5.3533  -10.1345  0.21
O  -21.2747  -2.2148  -10.8504  0.01
H  -21.8151  -1.9408  -10.1094  0.00
H  -21.3451  -1.4954  -11.4778  0.00
O  -22.9218  -4.0310  -12.6962  0.01
H  -23.3653  -3.3890  -13.2506  0.00
H  -23.5955  -4.3246  -12.0828  0.00
O  -20.6481  -5.5990  -13.8323  0.01
H  -20.4621  -5.2648  -14.7098  0.00
H  -20.4749  -6.5385  -13.8916  0.00
O  -18.8038  -4.3479  -10.6075  0.01
H  -17.9625  -4.2466  -11.0527  0.00
H  -18.5788  -4.7017  -9.7470  0.00



# 4
Here is a structure of composition AgH16O8 from OMol25. Energies are from ωB97M-V with the def2-TZVPD basis set.

As for the charge: +2. As for the LUMO energy (alpha / beta): -6.674 / -11.428 eV. The energy relative to the best compared isomer or geometry (same formula, charge and spin) comes out at 55.98 kJ/mol. The HOMO-LUMO gap (alpha / beta) is 11.96 / 7.17 eV. As for the multiplicity: 2.

Each line ends with the Mulliken spin population.
Atoms and positions in Å:
Ag  -0.0045  0.1003  0.2084  0.78
O  0.3476  0.2541  -2.0661  0.05
H  -0.1646  -0.2924  -2.6622  0.00
H  1.1188  0.5059  -2.5742  0.00
O  2.3611  1.3231  -0.1146  0.00
H  3.2706  1.4347  0.1622  0.00
H  2.3099  1.7734  -0.9577  0.00
O  -0.4939  2.3225  -0.4300  0.02
H  -1.1861  2.9825  -0.4686  0.00
H  0.1756  2.6412  -1.0353  0.00
O  1.7746  -1.3387  0.4343  0.05
H  2.7283  -1.2569  0.4298  0.00
H  1.6035  -2.1246  0.9532  0.00
O  -2.4163  0.0771  -0.2863  0.01
H  -2.9720  -0.3799  -0.9177  0.00
H  -2.9419  0.8244  -0.0008  0.00
O  0.3421  1.0211  2.2368  0.08
H  0.5760  0.6660  3.0943  0.00
H  -0.0835  1.8563  2.4309  0.00
O  -0.6223  -2.1562  -0.8734  0.00
H  0.0192  -2.6585  -1.3759  0.00
H  -1.4586  -2.3385  -1.3017  0.00
O  -1.1828  -1.4425  1.7307  0.00
H  -0.9713  -2.3496  1.5101  0.00
H  -2.1293  -1.4448  1.8738  0.00



# 5
Here is a structure of composition AlAsF6 at a distorted geometry from OMol25. Energies are from ωB97M-V with the def2-TZVPD basis set.

As for the charge: +2. As for the LUMO energy: -18.757 eV. The HOMO-LUMO gap is 3.07 eV. As for the multiplicity: 1.

Each line ends with the natural charge from an NBO analysis.
Atoms and positions in Å:
Al  -0.5048  -1.2845  -3.7958  1.39
As  0.0731  0.2092  0.5408  2.72
F  0.1542  -1.5443  1.0181  -0.28
F  0.1392  0.5819  2.2803  -0.30
F  0.0480  1.9731  0.0625  -0.30
F  -0.0156  -0.4464  -1.1231  -0.55
F  -1.7310  0.1214  0.5766  -0.35
F  1.8369  0.3897  0.4407  -0.33



# 6
Here is a structure of composition AlBH10O3 at a distorted geometry from OMol25. Energies are from ωB97M-V with the def2-TZVPD basis set.

As for the charge: +3. As for the LUMO energy (alpha / beta): -19.535 / -19.333 eV. The HOMO-LUMO gap (alpha / beta) is 4.65 / 4.06 eV. As for the multiplicity: 2.

Each line ends with the Mulliken spin population.
Atoms and positions in Å:
Al  0.4212  0.3286  -0.4248  0.08
B  -2.6285  0.7458  0.0379  0.64
H  -2.2498  1.7427  -0.1268  0.18
H  -1.9497  0.2171  0.6891  0.06
H  -3.5863  0.7962  0.5322  0.20
H  -2.6271  0.1603  -0.8684  0.22
O  2.5840  -1.3199  0.7468  -0.35
H  3.2663  -1.2259  1.4115  0.01
H  2.3956  -2.2581  0.7272  0.01
O  1.2586  0.9374  2.3488  -0.47
H  1.0509  1.6555  2.9466  0.01
H  1.9624  0.4575  2.7854  0.01
O  0.0286  -0.5844  -3.2461  0.43
H  -0.2781  -0.2013  -4.0680  -0.01
H  0.3517  -1.4514  -3.4914  -0.01



# 7
Here is a structure of composition AlBH14O5 at a distorted geometry from OMol25. Energies are from ωB97M-V with the def2-TZVPD basis set.

As for the charge: +2. As for the LUMO energy: -14.088 eV. The energy relative to the best compared isomer or geometry (same formula, charge and spin) comes out at 41.66 kJ/mol. The HOMO-LUMO gap is 4.76 eV. As for the multiplicity: 1.

Each line ends with the natural charge from an NBO analysis.
Atoms and positions in Å:
Al  28.8753  -2.3525  -28.2458  1.70
B  28.4127  0.7352  -29.4535  -0.42
H  29.4118  0.3704  -29.8960  0.04
H  27.8650  1.3265  -30.2818  0.23
H  27.7560  -0.2250  -29.2617  0.08
H  28.6221  1.2828  -28.4757  0.02
O  30.9847  -0.4983  -28.2186  -0.97
H  31.5806  -0.2633  -27.4942  0.51
H  30.8594  0.3237  -28.7138  0.52
O  26.7126  -2.7001  -30.1325  -0.96
H  26.2827  -3.4216  -30.6105  0.52
H  26.4343  -1.8973  -30.5947  0.51
O  28.4946  -0.0032  -26.4903  -0.92
H  28.3598  0.8205  -26.9728  0.51
H  29.0874  0.2323  -25.7621  0.51
O  26.8040  -4.3770  -27.8554  -0.97
H  26.8850  -5.2883  -28.1665  0.51
H  25.9166  -4.3214  -27.4754  0.52
O  31.2833  -3.5325  -29.4143  -0.97
H  31.1723  -4.2429  -30.0601  0.51
H  32.2396  -3.4518  -29.2954  0.53



# 8
Here is a structure of composition AlH2O at a distorted geometry from OMol25. Energies are from ωB97M-V with the def2-TZVPD basis set.

As for the charge: +3. As for the LUMO energy: -25.601 eV. The energy relative to the best compared isomer or geometry (same formula, charge and spin) comes out at 4.62 kJ/mol. The HOMO-LUMO gap is 7.05 eV. As for the multiplicity: 1.

Each line ends with the natural charge from an NBO analysis.
Atoms and positions in Å:
Al  6.9506  5.0174  29.3631  2.73
O  7.3825  6.5916  27.9968  -0.97
H  8.1395  6.8690  27.4808  0.63
H  6.8464  7.3802  28.0795  0.61



# 9
Here is a structure of composition AlHO from OMol25. Energies are from ωB97M-V with the def2-TZVPD basis set.

As for the charge: +1. As for the LUMO energy (alpha / beta): -5.666 / -7.361 eV. The energy relative to the best compared isomer or geometry (same formula, charge and spin) comes out at 0.00 kJ/mol. The HOMO-LUMO gap (alpha / beta) is 11.32 / 9.58 eV. As for the multiplicity: 2.

Each line ends with the Mulliken spin population.
Atoms and positions in Å:
Al  -21.4290  10.4078  20.3827  0.00
O  -24.1827  10.4796  19.9751  1.02
H  -25.1395  10.5321  19.7844  -0.02



# 10
Here is a structure of composition ArH20O10 from OMol25. Energies are from ωB97M-V with the def2-TZVPD basis set.

As for the charge: 0. As for the LUMO energy: -0.390 eV. The energy relative to the best compared isomer or geometry (same formula, charge and spin) comes out at 67.47 kJ/mol. The HOMO-LUMO gap is 9.84 eV. As for the multiplicity: 1.

Each line ends with the natural charge from an NBO analysis.
Atoms and positions in Å:
Ar  0.5821  -0.1274  -0.5494  0.00
O  0.5531  1.7795  2.8219  -0.97
H  -0.0852  1.1313  2.5240  0.49
H  1.3931  1.4565  2.4958  0.47
O  3.4575  2.2189  -1.6289  -0.94
H  3.4814  2.1715  -0.6732  0.47
H  4.3766  2.1840  -1.8940  0.48
O  0.4876  2.9637  -1.6570  -0.95
H  -0.1534  2.4299  -1.1876  0.48
H  1.3282  2.7319  -1.2620  0.47
O  -2.5605  1.7988  -1.5044  -0.95
H  -2.6245  2.5103  -2.1416  0.48
H  -3.3397  1.8961  -0.9570  0.48
O  -2.7359  -0.7888  -2.9797  -0.97
H  -2.4002  -0.1562  -2.3446  0.48
H  -2.0274  -1.4239  -3.0835  0.47
O  -1.8192  0.6409  1.6717  -0.96
H  -1.9344  -0.2315  1.2951  0.49
H  -2.3983  0.6517  2.4338  0.47
O  -0.5918  -2.7051  -3.5652  -0.94
H  -0.6199  -3.0696  -2.6805  0.47
H  0.3415  -2.6326  -3.7653  0.48
O  0.5536  -2.1560  2.3870  -0.97
H  0.9617  -2.9849  2.6369  0.48
H  1.2660  -1.5176  2.4218  0.50
O  -1.7497  -2.4831  0.9861  -0.97
H  -1.3826  -3.0833  0.3371  0.46
H  -1.0217  -2.2957  1.5786  0.49
O  2.6683  -0.0740  2.5331  -0.95
H  2.6588  -0.1296  3.4886  0.49
H  3.3348  -0.7056  2.2626  0.48